45
Properties=species:S:1:pos:R:3 method="wB97M-V/def2-TZVPD" lumo_ev=0.5 smiles="Cc1oc2c(CC(C)C)c(O)c(O)c(O)c2c(=O)c1-c1ccccc1" e_above_lowest_kj_mol=29.5 total_charge=0
O 2.123 1.039 -1.967
O -0.298 -3.022 -3.944
O 1.564 -1.053 -3.437
O -2.199 -3.491 -2.206
O -1.062 0.403 0.354
C 1.201 0.827 -1.214
C 0.927 1.680 -0.040
C -0.179 1.378 0.742
C 3.439 5.004 0.982
C 2.491 5.139 -0.040
C 3.541 3.806 1.686
C 1.675 4.055 -0.384
C 2.819 2.654 1.283
C -0.370 -2.221 -2.822
C 0.500 -1.206 -2.588
C -1.429 -2.415 -1.942
C -0.785 -0.487 -0.664
C 1.816 2.808 0.284
C 0.314 -0.298 -1.518
C -1.644 -1.572 -0.843
C -0.489 2.128 2.010
C -1.554 -2.109 2.293
C -1.793 -4.150 0.818
C -2.772 -1.894 0.107
C -2.432 -2.849 1.278
H 0.437 -2.693 -4.442
H 2.056 -0.241 -3.180
H -1.826 -3.912 -3.000
H 4.095 5.825 1.196
H 2.344 6.079 -0.514
H 4.321 3.676 2.420
H 0.932 4.209 -1.189
H 3.002 1.748 1.843
H 0.231 2.917 2.211
H -0.552 1.417 2.844
H -1.481 2.577 1.920
H -0.535 -1.926 1.922
H -1.448 -2.706 3.207
H -1.951 -1.145 2.603
H -0.808 -3.954 0.417
H -2.417 -4.635 0.035
H -1.658 -4.844 1.646
H -3.214 -0.993 0.539
H -3.571 -2.416 -0.457
H -3.361 -3.139 1.750

---

53
Properties=species:S:1:pos:R:3 method="wB97M-V/def2-TZVPD" lumo_ev="2.2 / 2.2" multiplicity=3 total_charge=-1 s2=2.005
Pt 0.974 0.363 -0.048
N -1.858 0.761 0.724
C -2.792 -0.265 0.698
C -3.937 -0.057 -0.096
C -4.971 -0.960 -0.176
C -4.886 -2.141 0.550
C -3.752 -2.399 1.289
C -2.674 -1.501 1.398
C -1.418 -1.926 2.082
C -1.112 -2.987 2.857
C 0.206 -3.166 3.375
C 1.409 -2.858 2.849
C 1.724 -2.250 1.524
C 0.620 -1.452 0.897
H -2.174 1.612 0.293
H -1.216 0.871 1.474
H -4.066 0.865 -0.623
H -5.817 -0.774 -0.816
H -5.678 -2.872 0.472
H -3.615 -3.359 1.684
H -1.865 -3.695 3.179
H 0.227 -3.657 4.341
H 2.270 -3.180 3.437
H 2.688 -1.726 1.594
O 2.940 2.851 -2.139
As 3.438 1.134 -1.987
O 4.864 0.962 -2.802
O 3.154 0.716 -0.402
C 1.896 0.360 -2.853
C 1.990 0.082 -4.225
C 0.887 -0.465 -4.837
C -0.296 -0.693 -4.123
C -0.377 -0.352 -2.794
C 0.750 0.165 -2.105
S 0.497 -2.913 -0.399
O -0.486 -3.987 -0.097
O 1.889 -3.230 0.411
O -0.399 -1.071 1.812
H 3.335 3.158 -2.944
H 2.923 0.241 -4.743
H 0.864 -0.698 -5.905
H -1.179 -1.123 -4.611
H -1.308 -0.476 -2.228
C 0.991 5.260 1.899
S 1.125 3.496 1.970
C 2.616 3.412 1.025
O 0.051 2.950 1.126
H 1.786 5.766 2.473
H 0.019 5.561 2.237
H 1.069 5.484 0.817
H 3.442 3.912 1.514
H 2.386 3.883 0.071
H 2.843 2.369 0.882

---

55
Properties=species:S:1:pos:R:3 method="wB97M-V/def2-TZVPD" lumo_ev="1.2 / 0.6" multiplicity=2 e_above_lowest_kj_mol=0.0 total_charge=-1 s2=0.763
Au 0.629 0.129 0.437
S -2.354 -0.560 4.504
Sb -1.844 -1.077 2.344
S -1.708 0.800 0.914
S 0.456 -1.623 2.036
Br -0.950 -0.390 -3.020
C 0.753 -1.124 -2.638
C 1.648 -1.305 -3.678
C 2.855 -1.918 -3.385
C 3.101 -2.351 -2.093
C 2.146 -2.104 -1.127
N 0.989 -1.480 -1.387
H 1.397 -0.973 -4.674
H 3.598 -2.051 -4.160
H 4.035 -2.817 -1.822
H 2.294 -2.390 -0.094
C 1.139 5.143 -1.043
C 1.043 4.015 -2.080
C 2.341 3.953 -2.893
C -0.148 4.268 -3.012
C 0.857 2.742 -1.369
C 0.772 1.696 -0.774
H 1.283 6.103 -1.545
H 1.977 4.968 -0.368
H 0.229 5.192 -0.444
H 2.526 4.913 -3.381
H 2.278 3.179 -3.659
H 3.187 3.718 -2.246
H -0.043 5.238 -3.505
H -1.082 4.260 -2.451
H -0.205 3.493 -3.778
N 6.479 -2.936 5.672
C 6.244 -2.324 4.442
C 5.066 -2.581 3.739
C 4.811 -1.937 2.543
C 5.723 -1.021 2.032
C 6.888 -0.752 2.730
C 7.152 -1.402 3.925
S 5.390 -0.207 0.487
O 6.242 0.965 0.472
O 5.592 -1.183 -0.557
N 3.845 0.139 0.531
C 3.410 1.101 1.346
S 4.344 2.360 2.121
C 2.913 2.960 2.892
C 1.846 2.229 2.523
N 2.130 1.188 1.681
H 5.972 -3.789 5.836
H 7.443 -2.991 5.953
H 4.343 -3.279 4.142
H 3.888 -2.125 2.010
H 7.579 -0.020 2.335
H 8.061 -1.182 4.474
H 2.941 3.797 3.566
H 0.822 2.372 2.837

---

59
Properties=species:S:1:pos:R:3 method="wB97M-V/def2-TZVPD" lumo_ev=3.2 e_above_lowest_kj_mol=68.8 total_charge=-2
Be -0.381 0.205 -0.537
C -4.797 0.205 -1.287
N -3.727 -0.367 -0.492
C -2.625 -0.862 -1.013
N -2.637 -1.253 -2.336
O -1.578 -1.062 -0.327
H -5.417 0.786 -0.606
H -5.398 -0.568 -1.771
H -4.399 0.912 -2.023
H -3.624 0.074 0.445
H -3.244 -0.696 -2.920
H -1.693 -1.293 -2.694
N 0.690 -0.486 -1.800
S 1.349 -1.842 -1.324
C 2.926 -1.975 -2.159
C 3.526 -3.202 -2.414
C 4.796 -3.233 -2.970
C 5.460 -2.048 -3.260
C 4.856 -0.829 -2.989
C 3.586 -0.785 -2.431
C 0.478 -3.216 -2.074
C -0.314 -3.977 -1.230
C -1.118 -4.973 -1.770
C -1.129 -5.189 -3.139
C -0.341 -4.411 -3.981
C 0.463 -3.418 -3.449
H 0.625 -0.373 -2.807
H 3.005 -4.123 -2.190
H 5.266 -4.186 -3.176
H 6.453 -2.077 -3.691
H 5.374 0.096 -3.205
H 3.102 0.155 -2.198
H -0.327 -3.763 -0.168
H -1.750 -5.562 -1.120
H -1.765 -5.958 -3.558
H -0.364 -4.574 -5.050
H 1.077 -2.801 -4.095
F 0.356 3.182 6.114
C 0.104 1.915 5.746
C -0.200 1.600 4.477
N -0.460 0.304 4.102
C -0.655 0.015 2.686
C 0.675 -0.111 1.943
O 1.692 -0.437 2.532
O 0.594 0.132 0.686
C -0.444 -0.730 4.997
O -0.691 -1.892 4.730
N -0.128 -0.353 6.294
C 0.173 0.911 6.782
O 0.450 1.080 7.958
H -0.260 2.358 3.694
H -1.292 0.788 2.256
H -1.172 -0.940 2.614
H -0.103 -1.107 6.962
Se -3.884 4.777 -0.826
Sb -2.426 3.293 0.446
Se -1.312 1.956 -1.448
Se -0.591 4.205 1.757
Se -3.766 1.799 1.911